{
  "formula": "C2H7N3O",
  "method": "ωB97M-V with the def2-TZVPD basis set",
  "e_lumo_ev": 0.946,
  "relative_energy_ev": 4.475,
  "smiles": "CN/N=C\\NO",
  "species": ["C", "N", "N", "C", "N", "O", "H", "H", "H", "H", "H", "H", "H"],
  "xyz": [[1.8188, -0.3982, -0.3625], [0.6873, -0.0940, 0.5965], [0.0869, 1.2806, 0.2876], [-1.1640, 1.0825, -0.0472], [-1.9733, 0.0435, -0.0736], [-1.5916, -1.3085, 0.2019], [2.2206, 0.5824, -0.6018], [1.3723, -1.0019, -1.2469], [2.5686, -1.0642, 0.1249], [1.1939, 0.1309, 1.4849], [-1.6204, 1.9639, -0.3930], [-2.9163, -0.0062, -0.5130], [-0.6828, -1.2108, 0.5423]],
  "forces_ev_per_angstrom": [[-1.70, -0.94, -0.23], [1.47, 1.14, 1.23], [-0.66, -2.66, -0.44], [2.04, 0.76, 0.14], [-1.48, -2.57, -0.20], [-0.99, 0.79, -0.38], [0.44, -0.25, -0.67], [0.90, 1.39, 1.19], [-0.57, 0.62, -0.21], [-0.77, -0.45, -0.87], [-0.93, 1.12, -0.28], [1.53, 0.62, 0.58], [0.72, 0.42, 0.13]],
  "mulliken_charge": [-0.7351, -0.3702, -0.6497, 0.0738, -0.0886, -0.4572, 0.3430, 0.2008, 0.3014, 0.2563, 0.3698, 0.2473, 0.5083]
}